Here is 2 unconnected molecules or ions with the total composition H3N3O from the OMol25 dataset. Energies are from ωB97M-V/def2-TZVPD.

total energy: -6563.9785 eV
relative energy (zero: lowest compared OMol25 entry of this formula, charge and spin): 136.2 kJ/mol
M: 61.04 u
Kohn-Sham gap: 11.0 eV
HOMO: -0.374 Eh
net charge: 0

Each line ends with the natural charge from an NBO analysis.
Positions of all 7 atoms, in Å:
N (1.34598, -1.10860, -0.08622)  -0.12
N (1.43210, 1.21103, 0.27323)  -0.53
N (1.27408, 0.02563, 0.06776)  0.27
O (-1.45315, -0.34239, -0.02546)  -0.99
H (-2.45088, -0.47237, -0.36885)  0.50
H (0.74698, 1.81956, 0.07155)  0.38
H (-0.89511, -1.13286, 0.06799)  0.49